# C46H75FN8O4S2

A 8-piece molecular cluster, C46H75FN8O4S2 overall (ωB97M-V/def2-TZVPD, the Open Molecules 2025 dataset).

Properties
**Molecular weight**: 887.29 g/mol
**SMILES string**: C=CC[C@]1(S)C(=O)O[C@@](CC(=O)F)(N=C=S)[C@@]1(CCCC)COCCC.CCCC#N.CCCC#N.CCCC#N.CCCC#N.CCCC#N.CCCC#N.CCCC#N
**Net charge**: 0
**Orbital gap**: 9.047 eV
**Electronic energy**: -3432.94613 Ha
**2S+1**: 1
**LUMO level**: 0.45 eV
**E_HOMO**: -8.59 eV

CARTESIAN COORDINATES (ANGSTROEM)
C  1.09  4.44  -2.27
C  0.16  3.72  -1.65
C  0.44  2.71  -0.56
C  0.48  3.23  0.90
S  -0.61  4.70  1.04
C  1.92  3.59  1.30
O  2.79  4.00  0.60
O  2.14  3.28  2.61
C  0.95  2.75  3.20
C  1.29  1.79  4.35
C  0.43  1.99  5.57
O  0.70  2.65  6.51
F  -0.71  1.28  5.52
N  0.22  3.88  3.79
C  0.75  4.88  4.22
S  1.41  6.21  4.69
C  0.24  2.13  1.97
C  1.02  0.85  1.57
C  0.19  -0.43  1.42
C  1.12  -1.57  0.97
C  1.37  -1.48  -0.56
C  -1.22  1.86  2.31
O  -1.98  1.68  1.13
C  -3.22  1.01  1.32
C  -4.00  1.43  2.55
C  -4.33  2.93  2.57
H  0.88  4.90  -3.22
H  2.08  4.55  -1.85
H  -0.87  3.83  -1.97
H  -0.32  1.93  -0.62
H  1.40  2.28  -0.80
H  -1.70  4.07  0.58
H  1.20  0.77  4.02
H  2.31  1.99  4.67
H  1.79  0.61  2.30
H  1.56  0.99  0.64
H  -0.20  -0.71  2.40
H  -0.59  -0.31  0.68
H  2.08  -1.48  1.49
H  0.70  -2.54  1.22
H  0.83  -0.62  -0.96
H  1.02  -2.36  -1.08
H  2.42  -1.32  -0.79
H  -1.60  2.74  2.84
H  -1.31  1.01  3.00
H  -3.84  1.27  0.46
H  -3.09  -0.08  1.29
H  -3.52  1.11  3.47
H  -4.94  0.89  2.50
H  -5.30  3.10  3.03
H  -4.31  3.35  1.57
H  -3.62  3.48  3.20
C  1.99  -5.99  -3.66
C  3.21  -5.67  -2.81
C  3.06  -6.16  -1.36
C  1.96  -5.48  -0.69
N  1.08  -4.96  -0.17
H  1.11  -5.48  -3.28
H  2.14  -5.66  -4.68
H  1.79  -7.07  -3.66
H  3.39  -4.59  -2.82
H  4.10  -6.14  -3.24
H  3.98  -5.97  -0.80
H  2.88  -7.23  -1.34
C  -2.34  8.56  -3.56
C  -1.12  8.87  -4.42
C  -0.98  7.91  -5.61
C  -0.74  6.53  -5.18
N  -0.57  5.45  -4.84
H  -2.27  7.57  -3.11
H  -2.43  9.29  -2.75
H  -3.26  8.60  -4.15
H  -0.22  8.82  -3.81
H  -1.19  9.88  -4.81
H  -0.14  8.21  -6.24
H  -1.87  7.94  -6.23
C  3.58  -3.80  -7.70
C  2.24  -3.17  -8.05
C  1.83  -2.06  -7.08
C  1.61  -2.57  -5.73
N  1.45  -2.96  -4.66
H  3.54  -4.28  -6.72
H  3.86  -4.55  -8.43
H  4.37  -3.05  -7.67
H  1.46  -3.94  -8.07
H  2.29  -2.74  -9.05
H  0.91  -1.58  -7.42
H  2.59  -1.28  -7.05
C  -0.43  -5.00  4.31
C  0.32  -3.70  4.56
C  -0.51  -2.66  5.31
C  -1.67  -2.22  4.53
N  -2.55  -1.88  3.87
H  -1.30  -4.83  3.67
H  0.21  -5.72  3.81
H  -0.78  -5.44  5.24
H  0.66  -3.28  3.61
H  1.22  -3.91  5.16
H  0.09  -1.78  5.54
H  -0.87  -3.06  6.27
C  -2.76  -9.16  -3.74
C  -2.16  -8.64  -5.04
C  -0.93  -9.44  -5.48
C  0.18  -9.33  -4.54
N  1.05  -9.23  -3.80
H  -2.05  -9.07  -2.91
H  -3.65  -8.59  -3.48
H  -3.04  -10.21  -3.83
H  -1.88  -7.59  -4.92
H  -2.90  -8.69  -5.83
H  -0.58  -9.09  -6.46
H  -1.18  -10.50  -5.60
C  -5.88  -2.69  1.07
C  -4.53  -3.34  0.80
C  -3.95  -2.97  -0.57
C  -4.77  -3.47  -1.67
N  -5.41  -3.86  -2.54
H  -6.63  -3.03  0.36
H  -6.23  -2.94  2.07
H  -5.81  -1.61  1.01
H  -4.62  -4.43  0.88
H  -3.81  -3.03  1.57
H  -2.94  -3.39  -0.67
H  -3.85  -1.89  -0.66
C  4.46  8.01  5.76
C  4.28  7.80  7.26
C  4.72  9.02  8.09
C  6.15  9.28  7.97
N  7.28  9.49  7.87
H  5.51  8.15  5.50
H  4.10  7.14  5.21
H  3.91  8.88  5.41
H  4.84  6.92  7.58
H  3.23  7.61  7.48
H  4.49  8.86  9.14
H  4.17  9.91  7.77



# C70H158N10O10

A 10-piece molecular cluster, C70H158N10O10 overall (ωB97M-V/def2-TZVPD, the Open Molecules 2025 dataset).

Properties
**Molecular weight**: 1300.09 g/mol
**SMILES string**: CC1(C)CCCC(C)(C)N1O.CC1(C)CCCC(C)(C)N1O.CC1(C)CCCC(C)(C)N1O.CC1(C)CCCC(C)(C)N1O.CC1(C)CCCC(C)(C)N1O.CC1(C)CCCC(C)(C)N1O.COC[C@H](C)N.COC[C@H](C)N.COC[C@H](C)N.COC[C@H](C)N
**Net charge**: 0
**Orbital gap**: 8.486 eV
**Electronic energy**: -4061.36850 Ha
**ΔE to the lowest compared entry with this formula, charge and spin**: 117.5 kcal per mole
**2S+1**: 1
**LUMO level**: 0.47 eV
**E_HOMO**: -8.02 eV

CARTESIAN COORDINATES (ANGSTROEM)
C  2.92  3.86  2.29
C  2.82  4.39  3.70
C  1.45  3.91  4.40
C  3.99  3.71  4.42
C  4.40  4.40  5.62
C  4.70  5.92  5.31
C  3.49  6.67  4.71
C  2.40  6.89  5.85
C  4.04  7.92  3.99
N  2.98  5.81  3.66
O  1.86  6.34  2.98
H  2.09  4.02  1.57
H  3.76  4.28  1.77
H  2.94  2.76  2.30
H  0.54  4.36  4.08
H  1.30  2.82  4.38
H  1.48  4.12  5.49
H  3.75  2.64  4.60
H  4.93  3.63  3.81
H  3.61  4.29  6.39
H  5.30  3.95  6.06
H  5.50  5.95  4.61
H  4.95  6.30  6.25
H  2.07  5.92  6.16
H  1.50  7.47  5.53
H  2.72  7.45  6.74
H  4.12  8.60  4.86
H  3.27  8.35  3.34
H  4.95  7.65  3.43
H  1.19  6.35  3.64
C  6.83  -3.55  -0.69
C  6.91  -2.95  0.77
C  7.88  -3.82  1.55
C  7.36  -1.49  0.62
C  7.24  -0.75  1.92
C  5.78  -0.77  2.21
C  5.16  -2.20  2.46
C  5.70  -2.67  3.85
C  3.65  -1.97  2.67
N  5.55  -2.98  1.34
O  5.05  -4.30  1.41
H  7.82  -3.63  -1.13
H  6.45  -4.60  -0.54
H  6.09  -2.99  -1.36
H  7.71  -3.65  2.60
H  7.65  -4.87  1.37
H  8.85  -3.66  1.19
H  8.33  -1.53  0.19
H  6.63  -0.99  0.02
H  7.90  -1.08  2.73
H  7.52  0.27  1.76
H  5.28  -0.38  1.27
H  5.47  -0.14  3.04
H  5.41  -2.06  4.73
H  6.76  -2.68  3.89
H  5.24  -3.67  3.99
H  3.22  -1.21  2.01
H  3.50  -1.65  3.70
H  3.01  -2.85  2.68
H  4.25  -4.24  0.82
C  1.58  -5.49  4.68
C  0.10  -5.34  4.79
C  -0.32  -5.49  6.30
C  -0.34  -3.91  4.32
C  -0.35  -3.69  2.79
C  -1.24  -4.78  2.23
C  -0.81  -6.24  2.51
C  -1.98  -7.13  2.12
C  0.47  -6.43  1.69
N  -0.70  -6.36  3.98
O  -0.03  -7.60  4.29
H  1.95  -5.09  3.76
H  2.05  -5.00  5.52
H  1.82  -6.50  4.81
H  0.44  -4.91  6.81
H  -1.25  -4.97  6.49
H  -0.36  -6.52  6.65
H  -1.32  -3.66  4.70
H  0.29  -3.30  5.04
H  -0.73  -2.69  2.51
H  0.61  -3.70  2.34
H  -1.29  -4.64  1.13
H  -2.21  -4.63  2.66
H  -2.26  -7.03  1.08
H  -2.80  -7.03  2.79
H  -1.68  -8.15  2.27
H  0.22  -6.37  0.66
H  0.76  -7.49  1.76
H  1.27  -5.77  2.00
H  -0.65  -8.13  4.74
C  -0.99  -1.43  -6.34
C  -0.36  -0.06  -6.59
C  1.06  -0.35  -7.24
C  -1.27  0.81  -7.58
C  -2.58  1.28  -6.87
C  -2.11  2.18  -5.70
C  -1.27  1.39  -4.63
C  -0.80  2.37  -3.66
C  -2.28  0.38  -4.02
N  -0.12  0.73  -5.34
O  0.49  -0.09  -4.40
H  -0.97  -2.04  -7.24
H  -0.48  -1.96  -5.54
H  -2.09  -1.31  -6.06
H  0.92  -0.74  -8.26
H  1.62  0.65  -7.21
H  1.58  -1.09  -6.61
H  -0.67  1.73  -7.81
H  -1.44  0.15  -8.46
H  -3.25  1.82  -7.60
H  -3.20  0.44  -6.54
H  -2.90  2.61  -5.05
H  -1.54  3.04  -6.09
H  -0.20  3.13  -4.15
H  -0.06  1.88  -2.98
H  -1.62  2.86  -3.10
H  -2.66  -0.29  -4.73
H  -3.14  1.00  -3.83
H  -2.04  -0.26  -3.19
H  -0.19  -0.76  -4.00
C  -8.03  -2.70  0.93
C  -6.74  -3.58  0.59
C  -5.99  -3.96  1.84
C  -7.28  -4.79  -0.16
C  -6.16  -5.62  -0.78
C  -5.30  -4.77  -1.73
C  -4.81  -3.42  -1.07
C  -3.59  -3.59  -0.15
C  -4.44  -2.53  -2.29
N  -6.00  -2.77  -0.37
O  -5.43  -1.65  0.35
H  -8.42  -2.42  -0.01
H  -8.77  -3.39  1.48
H  -7.78  -1.82  1.51
H  -5.40  -3.17  2.18
H  -6.65  -4.24  2.69
H  -5.39  -4.85  1.67
H  -7.87  -5.39  0.54
H  -7.94  -4.47  -0.94
H  -5.47  -6.11  -0.05
H  -6.67  -6.39  -1.36
H  -5.85  -4.59  -2.62
H  -4.37  -5.18  -2.11
H  -3.72  -4.37  0.61
H  -3.46  -2.53  0.25
H  -2.70  -3.89  -0.71
H  -4.08  -1.53  -1.90
H  -5.44  -2.20  -2.67
H  -3.82  -3.00  -3.05
H  -5.83  -0.88  -0.05
C  -1.39  3.88  0.84
C  -1.48  5.28  0.14
C  -1.88  6.32  1.27
C  -0.14  5.54  -0.45
C  -0.10  6.59  -1.56
C  -1.08  6.43  -2.67
C  -2.49  5.99  -2.14
C  -3.17  7.32  -1.73
C  -3.14  5.28  -3.29
N  -2.39  5.09  -0.95
O  -3.72  4.74  -0.56
H  -2.26  3.55  1.44
H  -1.20  3.01  0.16
H  -0.53  3.85  1.50
H  -2.90  6.02  1.59
H  -1.28  6.08  2.17
H  -1.76  7.38  1.03
H  0.58  5.80  0.32
H  0.25  4.64  -0.85
H  -0.39  7.47  -1.05
H  0.92  6.71  -1.94
H  -0.68  5.84  -3.47
H  -1.14  7.45  -3.08
H  -4.15  7.16  -1.22
H  -3.33  7.99  -2.52
H  -2.48  7.71  -0.95
H  -2.52  4.41  -3.51
H  -3.24  5.98  -4.20
H  -4.17  4.89  -3.08
H  -4.15  5.46  -0.08
C  -5.81  1.77  -5.26
O  -5.43  1.72  -3.84
C  -6.22  2.48  -2.83
C  -6.20  1.77  -1.45
C  -4.72  1.76  -0.93
N  -6.86  0.46  -1.38
H  -6.37  2.73  -5.34
H  -6.49  0.98  -5.64
H  -4.91  1.82  -5.93
H  -5.79  3.53  -2.81
H  -7.27  2.47  -3.13
H  -6.71  2.52  -0.84
H  -4.69  1.65  0.12
H  -4.17  2.62  -1.24
H  -4.20  0.92  -1.43
H  -6.58  -0.18  -2.06
H  -7.85  0.47  -1.41
C  6.88  3.09  -0.96
O  5.57  3.59  -0.97
C  4.54  2.65  -0.77
C  4.36  1.58  -1.90
C  4.12  2.25  -3.28
N  3.16  0.74  -1.44
H  7.09  2.62  -1.93
H  6.93  2.39  -0.16
H  7.63  3.85  -0.81
H  4.79  2.13  0.15
H  3.55  3.17  -0.61
H  5.20  0.85  -2.00
H  4.85  3.03  -3.44
H  3.15  2.70  -3.36
H  4.17  1.46  -4.12
H  2.35  0.62  -2.07
H  3.35  -0.18  -1.02
C  0.60  -6.43  -2.68
O  1.13  -5.50  -1.80
C  0.24  -4.37  -1.64
C  0.40  -3.28  -2.69
C  1.72  -2.57  -2.51
N  -0.67  -2.29  -2.71
H  0.47  -5.98  -3.71
H  -0.28  -6.83  -2.27
H  1.44  -7.13  -2.92
H  -0.76  -4.75  -1.64
H  0.33  -3.98  -0.61
H  0.39  -3.78  -3.67
H  1.62  -2.21  -1.46
H  1.93  -1.69  -3.15
H  2.53  -3.38  -2.39
H  -0.65  -1.69  -1.86
H  -1.61  -2.61  -2.93
C  0.95  -0.09  4.08
O  0.42  -0.45  2.76
C  0.57  0.65  1.94
C  -0.26  0.32  0.70
C  -1.67  -0.01  1.04
N  0.23  -0.84  -0.06
H  0.56  -0.76  4.79
H  0.64  0.93  4.36
H  2.11  -0.15  3.97
H  0.10  1.63  2.39
H  1.65  0.83  1.73
H  -0.05  1.22  0.04
H  -2.31  0.05  0.13
H  -2.15  0.61  1.80
H  -1.70  -0.97  1.49
H  0.32  -1.59  0.62
H  1.20  -0.68  -0.38



> Number 1 is which compound?

C46H75FN8O4S2